Record 1
A structure of composition C42H37Cl3N8ORuS2, computed with ωB97M-V with the def2-TZVPD basis set.

Computed properties:
Highest occupied orbital energy (spin up / spin down): -9.8 / -10.1 eV
E_LUMO (spin up / spin down): -3.2 / -3.9 eV
2S+1: 6
Net charge: +1
HOMO-LUMO gap (spin up / spin down): 6.6 / 6.2 eV
Energy above the lowest of the compared OMol25 structures with the same formula, charge and spin: 0.0 kcal per mole

Geometry (Å):
Ru: 0.4033 -0.2246 -0.2028
S: -4.6588 -0.8856 5.8028
N: -4.1944 0.4248 4.9912
C: -3.2889 0.0214 4.1127
C: -2.5681 0.8782 3.1846
C: -2.7176 2.2682 3.1335
C: -1.9935 2.9807 2.2030
C: -1.1459 2.2936 1.3322
N: -1.0067 0.9770 1.3731
C: -1.6912 0.2790 2.2870
C: -1.4774 -1.1848 2.2932
N: -0.6088 -1.6620 1.3938
C: -0.3508 -2.9633 1.3754
C: -0.9700 -3.8556 2.2532
C: -1.8812 -3.3747 3.1681
C: -2.1470 -2.0011 3.1976
C: -3.0843 -1.3780 4.1191
N: -3.8356 -2.0152 5.0048
H: -3.3951 2.7542 3.8231
H: -2.0718 4.0559 2.1319
H: -0.5647 2.8072 0.5758
H: 0.3792 -3.2830 0.6396
H: -0.7206 -4.9060 2.2059
H: -2.3871 -4.0267 3.8678
C: -6.9485 -0.1773 -1.0916
C: -6.0377 0.7280 -0.2517
C: -6.8508 1.9148 0.2836
C: -5.5263 -0.0703 0.9479
C: -4.8981 1.2479 -1.1267
C: -5.1928 2.0598 -2.2427
C: -4.2142 2.5927 -3.0512
C: -2.8811 2.3006 -2.7604
S: -1.4171 2.8508 -3.5109
C: -0.4966 1.9207 -2.3697
N: -1.2105 1.2363 -1.5261
C: -2.5672 1.4658 -1.6920
C: -3.5745 0.9550 -0.8656
C: 0.9739 1.9686 -2.2741
C: 1.7154 2.6543 -3.2332
C: 3.0903 2.7513 -3.0971
C: 3.7119 2.1663 -2.0005
C: 2.9626 1.4723 -1.0605
C: 1.5776 1.3486 -1.1659
H: -7.7569 -0.5746 -0.4753
H: -6.3914 -1.0198 -1.5080
H: -7.3992 0.3660 -1.9223
H: -7.6580 1.5576 0.9255
H: -7.3011 2.4931 -0.5226
H: -6.2222 2.5884 0.8692
H: -6.3735 -0.4050 1.5483
H: -4.8859 0.5381 1.5900
H: -4.9671 -0.9610 0.6473
H: -6.2250 2.2901 -2.4703
H: -4.4799 3.2280 -3.8851
H: -3.2984 0.3555 -0.0076
H: 1.2320 3.1169 -4.0863
H: 3.6726 3.2812 -3.8387
H: 4.7853 2.2461 -1.8850
H: 3.4740 1.0000 -0.2282
Cl: 6.0119 -2.8360 4.0984
C: 4.8294 -2.4468 2.8887
C: 3.9941 -1.3616 3.0726
C: 3.0604 -1.0798 2.0912
Cl: 1.9905 0.2853 2.3338
C: 2.9114 -1.8222 0.9141
O: 2.0310 -1.5626 -0.0233
C: 3.7869 -2.9200 0.7962
Cl: 3.6520 -3.9280 -0.6142
C: 4.7308 -3.2352 1.7518
H: 4.0642 -0.7472 3.9579
H: 5.3798 -4.0871 1.6103
C: -3.5698 -3.5934 -2.6644
C: -3.3770 -2.8728 -1.3462
N: -2.2339 -1.9906 -1.4751
C: -1.0928 -2.2983 -2.1511
N: -0.0337 -1.5541 -1.9446
C: 1.1760 -1.7910 -2.7520
C: 0.8394 -2.4379 -4.0776
C: 0.0265 -3.6859 -3.8101
N: -1.1533 -3.3297 -3.0273
C: -2.2679 -4.2714 -3.0427
H: -3.8476 -2.8705 -3.4338
H: -4.3646 -4.3346 -2.5874
H: -3.2346 -3.5958 -0.5328
H: -4.2453 -2.2608 -1.1020
H: -2.1711 -1.1925 -0.8737
H: 1.8671 -2.4118 -2.1836
H: 1.6739 -0.8315 -2.8999
H: 1.7522 -2.6907 -4.6167
H: 0.2593 -1.7550 -4.7038
H: 0.6256 -4.4379 -3.2836
H: -0.3279 -4.1367 -4.7378
H: -2.0622 -5.1072 -2.3625
H: -2.3276 -4.6852 -4.0495



Record 2
A structure of composition C42H38BrClN2O3PdSb, computed with ωB97M-V with the def2-TZVPD basis set.

Computed properties:
Highest occupied orbital energy (spin up / spin down): -10.7 / -11.1 eV
E_LUMO (spin up / spin down): -2.5 / -4.7 eV
2S+1: 3
Net charge: +1
HOMO-LUMO gap (spin up / spin down): 8.2 / 6.4 eV
Energy above the lowest of the compared OMol25 structures with the same formula, charge and spin: 37.6 kcal per mole

Geometry (Å):
Pd: 0.1804 -0.9405 0.0370
Br: -3.1099 1.2922 -6.3677
C: -2.2770 0.3269 -5.0095
C: -1.9756 -1.0258 -5.2126
C: -1.3881 -1.7560 -4.2168
C: -1.0725 -1.1486 -2.9587
C: -1.3668 0.2417 -2.8009
C: -1.9627 0.9582 -3.8016
N: -0.5537 -1.7974 -1.9192
C: -0.3300 -3.2292 -1.9885
C: 0.4892 -3.9093 0.1722
C: 1.1372 -5.1283 0.2908
C: 2.1552 -5.2275 1.2238
C: 2.4788 -4.1254 2.0026
C: 1.7743 -2.9531 1.8148
N: 0.7947 -2.8402 0.9105
H: -2.2114 -1.4868 -6.1618
H: -1.1363 -2.7902 -4.4016
H: -1.1284 0.7214 -1.8578
H: -2.1845 2.0064 -3.6645
H: -1.0257 -3.7665 -2.6308
H: 0.8320 -5.9635 -0.3226
H: 2.6889 -6.1604 1.3470
H: 3.2610 -4.1670 2.7462
H: 1.9841 -2.0674 2.3963
C: 2.6396 0.4715 -1.6313
C: 2.2965 0.1657 -3.0570
C: 1.7288 1.1627 -3.8442
C: 1.3729 0.9145 -5.1552
Cl: 0.6268 2.1819 -6.0797
C: 1.5955 -0.3222 -5.7369
C: 2.1674 -1.3202 -4.9667
C: 2.4966 -1.0805 -3.6396
O: 3.1083 -2.1129 -2.9403
C: 2.2970 -2.7644 -1.9952
C: 1.0697 -3.4228 -2.6217
O: 1.1215 -3.9705 -3.6906
O: -0.5571 -3.7511 -0.6832
H: 3.0203 1.4883 -1.5336
H: 3.3768 -0.2161 -1.2213
H: 1.7274 0.4306 -1.0046
H: 1.5597 2.1460 -3.4232
H: 1.3315 -0.4959 -6.7705
H: 2.3649 -2.3005 -5.3768
H: 1.9747 -2.0971 -1.1866
H: 2.9021 -3.5494 -1.5344
C: 2.6648 0.2920 3.2539
C: 2.2272 1.7292 3.3005
C: 3.0623 2.6739 3.8928
C: 2.6846 4.0030 3.9959
C: 1.4590 4.4176 3.4988
C: 0.6205 3.4926 2.8995
C: 0.9902 2.1540 2.8022
Sb: -0.3176 0.8042 1.8608
C: -1.2658 2.1512 0.5187
C: -0.3246 2.7817 -0.3030
C: -0.7087 3.6151 -1.3413
C: -2.0613 3.8222 -1.5686
C: -2.9988 3.2070 -0.7547
C: -2.6287 2.3688 0.2977
C: -3.7030 1.7520 1.1481
C: -1.7361 0.0648 3.2451
C: -2.4048 -1.0538 2.7431
C: -3.3814 -1.7067 3.4745
C: -3.6837 -1.2462 4.7473
C: -3.0031 -0.1556 5.2627
C: -2.0206 0.5184 4.5364
C: -1.3590 1.7080 5.1766
H: 3.6468 0.1747 3.7099
H: 2.7194 -0.0896 2.2307
H: 1.9713 -0.3491 3.8067
H: 4.0225 2.3589 4.2818
H: 3.3509 4.7146 4.4651
H: 1.1590 5.4540 3.5752
H: -0.3290 3.8263 2.4954
H: 0.7376 2.6424 -0.1195
H: 0.0355 4.1057 -1.9548
H: -2.3869 4.4719 -2.3711
H: -4.0531 3.3876 -0.9259
H: -4.6736 2.1781 0.9010
H: -3.5229 1.9111 2.2119
H: -3.7684 0.6712 1.0029
H: -2.1547 -1.4341 1.7549
H: -3.8874 -2.5672 3.0585
H: -4.4380 -1.7409 5.3445
H: -3.2336 0.1905 6.2626
H: -1.5350 1.6988 6.2506
H: -1.7637 2.6446 4.7849
H: -0.2823 1.7353 5.0138



Record 3
A cluster of 5 separate species, C42H38F5N2O3PS2 in total, computed with ωB97M-V with the def2-TZVPD basis set.

Computed properties:
Structure (SMILES): CCP(CC)c1c(S(=O)(=O)F)cc(CC(=O)c2ccccc2)c2nsnc12.Fc1ccccc1.Fc1ccccc1.Fc1ccccc1.Fc1ccccc1
Highest occupied orbital energy: -8.4 eV
E_LUMO: -2.1 eV
HOMO-LUMO gap: 6.2 eV

Geometry (Å):
C: 5.0013 -4.5218 1.3954
C: 5.1186 -3.4938 0.1418
P: 5.5059 -1.6950 0.7080
C: 6.6493 -1.0072 -0.6674
C: 6.2500 -1.6572 -2.1142
C: 3.8561 -0.7803 0.7488
C: 2.8555 -0.9792 1.9190
S: 3.1351 -2.0939 3.3740
O: 4.5759 -2.3196 3.7045
O: 2.3491 -3.3762 3.1781
F: 2.4344 -1.3533 4.7353
C: 1.4812 -0.2131 1.8694
C: 1.0036 0.7341 0.7448
C: -0.4710 1.3930 0.8586
C: -1.4934 0.7468 -0.2249
O: -1.7967 1.4249 -1.2612
C: -2.1841 -0.6753 -0.0985
C: -3.5270 -0.9113 -0.8978
C: -4.2411 -2.3115 -0.8434
C: -3.6843 -3.5219 -0.0199
C: -2.3796 -3.2845 0.7752
C: -1.6573 -1.8861 0.7054
C: 1.9954 0.9921 -0.4389
N: 1.7611 1.8772 -1.5748
S: 3.2085 1.7493 -2.4858
N: 4.1236 0.6228 -1.5834
C: 3.4035 0.2220 -0.4047
H: 5.4795 -5.5290 1.0833
H: 5.6486 -4.1187 2.2472
H: 3.9252 -4.7573 1.6894
H: 4.1520 -3.5185 -0.4898
H: 5.9762 -3.9120 -0.5129
H: 7.7500 -1.2622 -0.4106
H: 6.6130 0.1466 -0.7020
H: 5.0935 -1.6962 -2.1156
H: 6.6148 -1.0241 -2.9927
H: 6.6808 -2.7240 -2.2364
H: 0.7471 -0.3653 2.7473
H: -0.8778 1.2350 1.9301
H: -0.4517 2.5338 0.6937
H: -4.0198 -0.1269 -1.5560
H: -5.2111 -2.5206 -1.4315
H: -4.1729 -4.5469 0.0457
H: -1.8886 -4.1021 1.4240
H: -0.6868 -1.8040 1.2934
F: -6.1220 -1.8933 1.1946
C: -7.4328 -2.1419 1.3301
C: -7.8773 -3.4548 1.3593
C: -9.2367 -3.7129 1.5049
C: -10.1370 -2.6550 1.6088
C: -9.6797 -1.3406 1.5733
C: -8.3194 -1.0819 1.4388
H: -7.1628 -4.2648 1.2688
H: -9.5944 -4.7365 1.5366
H: -11.1978 -2.8572 1.7179
H: -10.3826 -0.5178 1.6502
H: -7.9449 -0.0651 1.4181
F: -2.1122 -5.8854 3.3561
C: -2.1696 -5.2886 4.5571
C: -1.1331 -4.4617 4.9486
C: -1.1884 -3.8347 6.1889
C: -2.2789 -4.0536 7.0281
C: -3.3151 -4.8920 6.6247
C: -3.2638 -5.5085 5.3785
H: -0.2886 -4.3101 4.2854
H: -0.3839 -3.1775 6.5016
H: -2.3203 -3.5682 7.9981
H: -4.1623 -5.0642 7.2801
H: -4.0655 -6.1560 5.0430
F: -0.6969 4.3923 -6.5269
C: -0.7151 4.7266 -5.2263
C: -0.1620 5.9331 -4.8258
C: -0.1850 6.2825 -3.4793
C: -0.7516 5.4158 -2.5472
C: -1.2999 4.2040 -2.9600
C: -1.2867 3.8596 -4.3079
H: 0.2818 6.5909 -5.5646
H: 0.2384 7.2278 -3.1566
H: -0.7652 5.6869 -1.4962
H: -1.7365 3.5285 -2.2327
H: -1.7166 2.9248 -4.6482
F: 2.2628 8.6158 -4.3394
C: 3.4561 8.0006 -4.3682
C: 4.6108 8.7458 -4.1869
C: 5.8467 8.1075 -4.2117
C: 5.9141 6.7330 -4.4284
C: 4.7479 5.9959 -4.6142
C: 3.5112 6.6319 -4.5785
H: 4.5390 9.8156 -4.0278
H: 6.7562 8.6798 -4.0633
H: 6.8790 6.2365 -4.4521
H: 4.8022 4.9261 -4.7870
H: 2.5929 6.0724 -4.7123